--- one ---
Density functional theory data (ωB97M-V with the def2-TZVPD basis set) for an isolated molecule of C2H2F2S2.

Geometry as ORCA input:
```
! wB97M-V def2-TZVPD RIJCOSX def2/J DEFGRID3
* xyz 0 1
S -0.0513 1.7436 0.1304
S -2.0806 -0.5716 -0.0341
F 1.6335 -0.2731 -0.9467
F 1.2058 -0.6719 1.1920
C 0.6829 -0.7769 -0.0612
C -0.5996 0.0899 -0.0455
H -1.2744 2.2282 0.1382
H 0.4837 -1.7682 -0.3730
*
```

Output
- SMILES: FC(F)C(=S)S
- E_LUMO: -0.85 eV
- HOMO-LUMO gap: 8.606 eV

***

--- two ---
Density functional theory data (ωB97M-V with the def2-TZVPD basis set) for a structure of composition C2H2F2S2.

Geometry as ORCA input:
```
! wB97M-V def2-TZVPD RIJCOSX def2/J DEFGRID3
* xyz 0 1
S -0.5782 1.2964 0.0071
S 0.5044 -1.0523 -0.8253
F -1.6959 -0.0418 -1.8620
F 1.5324 1.3779 -1.5869
C -1.1816 -0.3262 -0.7087
C 1.1288 0.7063 -0.5370
H -1.7493 -1.0323 -0.1170
H 1.8656 0.9183 0.3808
*
```

Output
- E_LUMO: 0.02 eV
- HOMO-LUMO gap: 9.527 eV

***

Which of them is most stable, and which least? Most stable: one; least stable: two.

***

--- one ---
Density functional theory data (ωB97M-V with the def2-TZVPD basis set) for an isolated molecule of C4H4ClNO.

Geometry as ORCA input:
```
! wB97M-V def2-TZVPD RIJCOSX def2/J DEFGRID3
* xyz 0 1
Cl -1.6444 1.5307 -1.1465
O -1.7325 -0.5810 0.2274
N -1.8480 0.7866 0.3458
C -0.7079 -1.2085 -0.4761
C 1.1810 0.2253 0.3809
C 0.5843 -0.7917 -0.4502
C 0.5247 1.1885 1.0712
H 1.0647 1.8478 1.7141
H -0.9748 -2.0024 -1.1435
H 1.2549 -1.3918 -1.1236
H 2.2981 0.3964 0.6006
*
```

Output
- E_LUMO (alpha / beta): -0.32 / -0.57 eV
- HOMO-LUMO gap (alpha / beta): 8.537 / 8.664 eV

***

--- two ---
Density functional theory data (ωB97M-V with the def2-TZVPD basis set) for an isolated molecule of C4H4ClNO.

Geometry as ORCA input:
```
! wB97M-V def2-TZVPD RIJCOSX def2/J DEFGRID3
* xyz 0 1
Cl -0.1970 1.5735 -0.0010
O 1.6992 -1.1854 0.0012
N -3.0306 -0.7720 -0.0033
C 0.3884 -1.1421 0.0039
C -1.9006 -0.4930 0.0025
C 2.4980 0.0082 -0.0073
C -0.5132 -0.1325 0.0039
H 2.3228 0.6210 0.9154
H 2.3220 0.5771 -0.9026
H 3.5178 -0.3775 0.0053
H -0.0284 -2.1253 -0.0060
*
```

Output
- SMILES: CO/C=C(\Cl)C#N
- E_LUMO: 0.51 eV
- HOMO-LUMO gap: 9.871 eV

***

Which of them is most stable, and which least? Most stable: two; least stable: one.

***

--- one ---
Density functional theory data (ωB97M-V with the def2-TZVPD basis set) for an isolated molecule of C9H10N2O2S.

Geometry as ORCA input:
```
! wB97M-V def2-TZVPD RIJCOSX def2/J DEFGRID3
* xyz 0 1
S -0.2315 2.0224 -0.5139
O -2.9039 -2.3495 -0.4416
O -4.0180 -0.5338 0.1713
N -2.7401 1.7727 0.2391
N 0.6107 0.5854 1.9730
C 2.7794 -0.5123 -1.4179
C 1.0551 0.7944 -0.3874
C -1.7229 -0.2955 -0.3368
C 1.7612 0.4180 -1.5162
C -1.6842 1.0586 -0.1768
C 1.3571 0.2620 0.8742
C 3.0895 -1.0548 -0.1791
C 2.3937 -0.6734 0.9497
C -2.9533 -1.0228 -0.1683
H 3.8852 -1.7805 -0.0940
H 2.6430 -1.0914 1.9145
H -3.6090 1.2398 0.2984
H 0.9983 0.3631 2.8746
H -0.8361 -0.8291 -0.6401
H -2.0217 -2.6228 -0.7245
H -2.7484 2.7735 0.1465
H 3.3277 -0.8121 -2.2971
H 0.0648 1.4308 1.9202
H 1.5035 0.8573 -2.4680
*
```

Output
- SMILES: N/C(=C\C(=O)O)Sc1ccccc1N
- E_LUMO: 0.61 eV
- HOMO-LUMO gap: 9.028 eV

***

--- two ---
Density functional theory data (ωB97M-V with the def2-TZVPD basis set) for a structure of composition C9H10N2O2S.

Geometry as ORCA input:
```
! wB97M-V def2-TZVPD RIJCOSX def2/J DEFGRID3
* xyz 0 1
S 1.2058 -2.1853 -0.5943
O 1.1617 -3.0561 0.5974
O -1.6696 -3.1137 -1.3888
N -1.2766 -1.0166 -0.3717
N 1.9540 -0.6157 0.0596
C -0.6207 2.6073 -0.7728
C 1.3848 1.7154 0.0123
C -1.1810 -2.1017 -1.0472
C -2.5716 -0.8539 0.2674
C -0.3919 0.2283 -0.4622
C 0.6829 2.8176 -0.3125
C 2.4419 -0.8542 1.3462
C 0.9271 0.3939 -0.0618
C -1.0760 1.3518 -1.0496
H -3.1202 -0.1493 -0.2885
H -2.3844 -0.5025 1.2386
H -1.0633 3.4660 -1.2466
H 2.3568 1.6949 0.2667
H 2.8815 -1.8461 1.2925
H 3.0578 -0.0108 1.7747
H 1.0815 3.7760 -0.3074
H -2.1665 1.2010 -1.2874
H 1.6110 -1.0999 2.0585
H -3.2252 -1.8463 0.2770
*
```

Output
- E_LUMO (alpha / beta): 0.07 / 0.08 eV
- HOMO-LUMO gap (alpha / beta): 7.287 / 7.289 eV

***

Which of them is most stable, and which least? Most stable: one; least stable: two.

***

--- one ---
Density functional theory data (ωB97M-V with the def2-TZVPD basis set) for the ion C3H3O3S with charge -1.

Geometry as ORCA input:
```
! wB97M-V def2-TZVPD RIJCOSX def2/J DEFGRID3
* xyz -1 1
S -4.4372 -0.0699 0.0730
O -5.3726 -0.4866 1.1718
O -4.6516 -0.8374 -1.1517
O -4.4010 1.3816 -0.0873
C 0.1369 -0.0437 0.0294
C -2.4999 -0.3206 0.2105
C -1.3149 -0.1534 0.1119
H 0.6044 -0.8160 0.6401
H 0.4561 0.9332 0.3947
H 0.4683 -0.1596 -1.0021
*
```

Output
- SMILES: CC#CS(=O)(=O)[O-]
- E_LUMO: 3.58 eV
- HOMO-LUMO gap: 8.741 eV

***

--- two ---
Density functional theory data (ωB97M-V with the def2-TZVPD basis set) for a cluster of 2 separate species, C3H3O3S in total.

Geometry as ORCA input:
```
! wB97M-V def2-TZVPD RIJCOSX def2/J DEFGRID3
* xyz -1 1
S 2.5687 -1.0415 -0.2960
O -2.5085 -0.0288 0.1826
O -1.6963 -2.0851 -0.2388
O -0.2455 1.0151 -1.2480
C 0.1078 1.1992 0.1196
C -0.2593 -0.0515 -0.4357
C -1.7107 -0.8906 -0.1870
H 2.9760 -1.2576 0.9782
H 1.2345 1.2287 0.3544
H -0.4669 1.9121 0.7707
*
```

Output
- E_LUMO (alpha / beta): 2.64 / 2.65 eV
- HOMO-LUMO gap (alpha / beta): 6.706 / 6.711 eV

***

Which of them is most stable, and which least? Most stable: one; least stable: two.